Run i
Molecular formula: C5H17N3
Method: DFT, ωB97M-V/def2-TZVPD

lowest unoccupied orbital energy: 0.9 eV
HOMO energy: -0.2447 hartree

Last column: Löwdin charge in e.
Atoms and positions in Å:
C: -0.96 -0.99 -0.71  -0.480
C: -0.57 1.18 0.91  -0.280
C: -0.98 -0.08 -1.90  -0.054
C: -2.28 -1.29 -0.06  -0.059
N: 0.07 -1.79 -0.59  0.063
N: -0.18 2.55 0.53  -0.094
H: -0.06 -2.50 0.13  0.072
H: 1.31 -0.89 -0.34  0.061
H: -0.46 2.73 -0.43  0.034
H: 0.83 2.64 0.53  0.034
H: -1.65 1.13 0.86  0.040
H: -0.35 1.06 1.98  0.045
H: -1.56 0.82 -1.70  0.072
H: 0.02 0.21 -2.20  0.077
H: -1.46 -0.60 -2.74  0.091
H: -2.15 -1.60 0.98  0.085
H: -2.75 -2.13 -0.59  0.089
H: -2.96 -0.44 -0.10  0.071
C: 2.69 -0.22 1.19  -0.143
N: 1.82 0.05 0.05  -0.108
H: 2.32 0.51 -0.70  0.095
H: 0.58 0.49 0.42  0.074
H: 3.10 0.71 1.59  0.073
H: 3.52 -0.88 0.93  0.069
H: 2.10 -0.69 1.97  0.075

Run ii
Molecular formula: C5H17N3
Method: DFT, ωB97M-V/def2-TZVPD

SMILES: CCC(C)(C)N.NN
lowest unoccupied orbital energy: 1.0 eV
HOMO energy: -0.3312 hartree

Last column: Löwdin charge in e.
Atoms and positions in Å:
C: -0.99 -0.04 -1.85  -0.099
C: -0.80 -0.09 -0.34  -0.225
C: -0.24 1.19 0.31  -0.654
C: -1.24 2.35 0.19  -0.051
C: 1.10 1.59 -0.32  -0.051
N: -0.10 0.88 1.73  0.055
H: -0.05 0.09 -2.37  0.066
H: -1.43 -0.98 -2.20  0.067
H: -1.66 0.76 -2.14  0.065
H: -0.10 -0.91 -0.10  0.067
H: -1.75 -0.32 0.14  0.112
H: -2.18 2.07 0.66  0.081
H: -1.42 2.61 -0.85  0.072
H: -0.84 3.22 0.70  0.078
H: 1.55 2.40 0.24  0.076
H: 1.78 0.74 -0.31  0.082
H: 0.97 1.92 -1.35  0.072
H: 0.30 1.67 2.22  0.072
H: 0.52 0.09 1.85  0.056
N: 1.09 -2.56 1.02  -0.108
N: 1.35 -3.52 -0.01  -0.088
H: 1.92 -2.52 1.61  0.068
H: 0.29 -2.81 1.61  0.073
H: 1.23 -4.48 0.31  0.061
H: 0.70 -3.35 -0.76  0.054

Going by the energies, run ii is most stable and the next is 54.6 kcal/mol up.

Run i
Molecular formula: C4H6NO2
Method: DFT, ωB97M-V/def2-TZVPD

total charge: +1
lowest unoccupied orbital energy: -4.1 eV
HOMO energy: -0.5539 hartree

Last column: Löwdin charge in e.
Atoms and positions in Å:
C: 0.40 -0.67 -0.04  -0.037
C: 0.85 0.45 0.02  -0.035
C: -2.05 0.41 0.08  -0.414
C: 1.13 1.82 0.06  -0.030
N: 0.10 -2.09 -0.11  0.211
O: -2.16 -0.73 0.17  0.181
O: -1.81 1.50 -0.10  0.275
H: 1.53 1.83 1.03  0.096
H: 0.33 2.50 0.03  0.081
H: 1.64 2.13 -0.79  0.098
H: -0.90 -2.16 0.00  0.125
H: 0.76 -2.33 0.69  0.214
H: 0.18 -2.67 -1.03  0.234

Run ii
Molecular formula: C4H6NO2
Method: DFT, ωB97M-V/def2-TZVPD

total charge: +1
lowest unoccupied orbital energy: -4.8 eV
HOMO energy: -0.5958 hartree

Last column: Löwdin charge in e.
Atoms and positions in Å:
C: 2.20 -0.16 0.02  -0.067
C: -0.37 -0.57 -0.04  -0.363
C: 1.29 1.02 -0.08  -0.018
C: -1.84 -0.87 0.06  0.135
N: 1.82 -1.32 0.13  0.154
O: -0.04 0.55 -0.30  0.171
O: 0.46 -1.55 0.14  0.138
H: 3.26 -0.09 -0.05  0.152
H: 1.12 1.69 0.82  0.182
H: 1.74 1.65 -0.95  0.188
H: -2.13 -0.77 1.06  0.108
H: -1.92 -1.87 -0.20  0.100
H: -2.22 -0.05 -0.51  0.120

Going by the energies, run i is most stable and the next is 14.4 kcal/mol up.

Run i
Molecular formula: C3H2IO2S
Method: DFT, ωB97M-V/def2-TZVPD

total charge: -1
lowest unoccupied orbital energy: 3.4 eV
HOMO energy: -0.1502 hartree

Last column: Löwdin charge in e.
Atoms and positions in Å:
C: 1.86 -0.69 -0.86  0.103
C: 0.96 -0.50 -0.08  -0.156
C: 0.06 0.10 0.85  -0.550
O: 0.15 1.53 0.78  -0.388
O: -1.19 0.99 -1.27  -0.581
S: -1.45 0.95 0.14  0.515
I: -3.12 -1.12 0.03  -0.115
H: 2.63 -1.02 -1.57  0.032
H: 0.11 -0.23 1.98  0.139

Run ii
Molecular formula: C3H2IO2S
Method: DFT, ωB97M-V/def2-TZVPD

total charge: -1
lowest unoccupied orbital energy: 2.9 eV
HOMO energy: -0.1437 hartree

Last column: Löwdin charge in e.
Atoms and positions in Å:
C: 1.81 -1.24 -0.71  0.077
C: 0.85 -0.87 -0.05  -0.371
C: -0.32 -0.46 0.60  -0.742
O: -1.25 2.33 1.12  -0.597
O: 0.00 1.94 -1.04  -0.560
S: -1.15 1.53 -0.20  0.624
I: -2.15 -1.55 -0.09  0.529
H: 2.61 -1.25 -1.38  -0.006
H: -0.41 -0.41 1.74  0.047

Going by the energies, run ii is most stable and the next is 10.7 kcal/mol up.

Run i
Molecular formula: C17H27N5O3
Method: DFT, ωB97M-V/def2-TZVPD

SMILES: CCCCn1cc([C@]2(C)COCCN2C(=O)[C@@H]2ON=C(C)[C@H]2C)nn1
lowest unoccupied orbital energy: 0.8 eV
HOMO energy: -0.3325 hartree

Last column: Löwdin charge in e.
Atoms and positions in Å:
C: -5.44 -2.41 2.42  -0.116
C: -4.51 -2.81 1.28  -0.278
C: -3.40 -1.79 1.05  -0.207
C: -2.48 -2.20 -0.10  -0.145
N: -1.44 -1.22 -0.33  -0.145
C: -0.21 -1.14 0.22  0.007
C: 0.32 0.02 -0.29  -0.211
C: 1.66 0.65 -0.03  -0.374
C: 2.76 -0.41 0.05  -0.019
C: 1.69 1.33 1.36  -0.159
O: 0.91 2.49 1.46  -0.100
C: 1.43 3.46 0.57  -0.178
C: 1.30 2.99 -0.86  -0.113
N: 1.95 1.69 -1.05  0.043
C: 2.22 1.27 -2.32  -0.362
O: 2.34 0.09 -2.63  0.085
C: 2.49 2.36 -3.37  -0.203
O: 1.27 3.03 -3.72  -0.089
N: 1.31 3.32 -5.09  0.135
C: 2.27 2.69 -5.63  -0.315
C: 2.53 2.78 -7.09  -0.022
C: 3.03 1.81 -4.68  -0.257
C: 4.55 1.86 -4.80  -0.039
N: -0.60 0.57 -1.11  0.096
N: -1.66 -0.18 -1.13  0.060
H: -6.23 -3.15 2.57  0.069
H: -4.88 -2.32 3.35  0.073
H: -5.91 -1.45 2.22  0.074
H: -4.07 -3.79 1.48  0.109
H: -5.09 -2.92 0.35  0.111
H: -3.83 -0.81 0.82  0.120
H: -2.81 -1.68 1.96  0.118
H: -2.00 -3.15 0.11  0.128
H: -3.04 -2.29 -1.03  0.127
H: 0.17 -1.89 0.89  0.133
H: 2.70 -0.92 1.02  0.088
H: 2.67 -1.15 -0.75  0.080
H: 3.74 0.06 -0.02  0.097
H: 1.30 0.62 2.09  0.136
H: 2.73 1.56 1.60  0.134
H: 0.85 4.37 0.71  0.131
H: 2.48 3.67 0.82  0.129
H: 0.24 2.92 -1.13  0.123
H: 1.76 3.73 -1.52  0.119
H: 3.19 3.10 -2.95  0.157
H: 2.50 1.79 -7.54  0.088
H: 1.79 3.42 -7.57  0.081
H: 3.52 3.19 -7.28  0.081
H: 2.69 0.78 -4.80  0.152
H: 4.87 1.50 -5.77  0.079
H: 4.92 2.88 -4.67  0.088
H: 5.00 1.23 -4.04  0.085

Run ii
Molecular formula: C17H27N5O3
Method: DFT, ωB97M-V/def2-TZVPD

SMILES: CCOCCn1c(CN2CCCCC2)nc2c1c(=O)n(C)c(=O)n2C
lowest unoccupied orbital energy: 0.7 eV
HOMO energy: -0.3058 hartree

Last column: Löwdin charge in e.
Atoms and positions in Å:
C: -0.12 -4.79 0.17  -0.069
C: 1.30 -4.25 0.00  -0.263
O: 1.48 -3.40 -1.12  -0.144
C: 0.64 -2.28 -1.20  -0.188
C: 0.88 -1.25 -0.08  -0.086
N: 0.11 -0.06 -0.32  0.048
C: 0.50 1.10 -0.88  -0.273
C: 1.89 1.36 -1.35  -0.111
N: 2.86 1.07 -0.30  -0.193
C: 2.73 1.99 0.82  -0.189
C: 3.61 1.53 1.97  -0.180
C: 5.06 1.47 1.52  -0.208
C: 5.16 0.57 0.30  -0.183
C: 4.22 1.06 -0.80  -0.200
N: -0.49 1.98 -0.99  0.204
C: -1.57 1.35 -0.48  -0.218
C: -1.24 0.07 -0.05  -0.053
C: -2.19 -0.81 0.54  -0.357
O: -1.99 -1.95 0.93  0.059
N: -3.45 -0.21 0.61  0.034
C: -4.53 -1.00 1.19  -0.006
C: -3.82 1.06 0.20  -0.440
O: -4.95 1.46 0.32  0.079
N: -2.83 1.85 -0.36  0.009
C: -3.13 3.18 -0.82  -0.005
H: -0.11 -5.57 0.93  0.077
H: -0.81 -4.01 0.49  0.046
H: -0.47 -5.22 -0.76  0.083
H: 1.99 -5.07 -0.19  0.119
H: 1.62 -3.74 0.92  0.113
H: -0.42 -2.57 -1.20  0.117
H: 0.88 -1.82 -2.17  0.130
H: 1.94 -0.97 -0.03  0.124
H: 0.56 -1.67 0.87  0.128
H: 1.94 2.40 -1.69  0.134
H: 2.11 0.71 -2.20  0.130
H: 1.68 2.00 1.13  0.121
H: 3.01 3.01 0.52  0.130
H: 3.50 2.21 2.81  0.111
H: 3.28 0.54 2.30  0.114
H: 5.70 1.08 2.33  0.108
H: 5.41 2.47 1.27  0.112
H: 6.19 0.55 -0.09  0.110
H: 4.89 -0.45 0.57  0.114
H: 4.27 0.39 -1.66  0.121
H: 4.53 2.07 -1.13  0.128
H: -5.33 -1.12 0.45  0.100
H: -4.12 -1.96 1.47  0.086
H: -4.94 -0.48 2.06  0.099
H: -4.19 3.36 -0.65  0.088
H: -2.89 3.27 -1.88  0.095
H: -2.53 3.91 -0.26  0.095

Going by the energies, run ii is most stable and the next is 81.7 kcal/mol up.